{
  "formula": "C4H9NO",
  "method": "ωB97M-V with the def2-TZVPD basis set",
  "symbols": ["C", "C", "O", "C", "C", "N", "H", "H", "H", "H", "H", "H", "H", "H", "H"],
  "positions_angstrom": [[2.068, 0.002, 1.012], [0.602, 0.686, -0.843], [1.097, -0.532, 0.099], [-0.903, 0.624, -0.631], [-1.811, -0.550, -0.797], [-1.328, -0.166, 0.535], [2.906, 0.342, 0.406], [1.634, 0.856, 1.534], [2.376, -0.790, 1.703], [0.835, 0.245, -1.823], [0.240, -0.710, 0.617], [-1.396, 1.590, -0.751], [-1.422, -1.499, -1.161], [-2.865, -0.377, -1.012], [-2.033, 0.280, 1.111]],
  "lowdin_charge": [-0.071, -0.072, -0.198, -0.353, -0.128, -0.022, 0.091, 0.090, 0.092, 0.040, 0.098, 0.121, 0.104, 0.099, 0.109],
  "largest_force_ev_per_a": 0.4
}

---

{
  "formula": "C2H2N2O2S",
  "method": "ωB97M-V with the def2-TZVPD basis set",
  "symbols": ["C", "C", "N", "N", "O", "O", "S", "H", "H"],
  "positions_angstrom": [[-0.630, -0.942, -0.155], [-0.278, 0.946, -0.356], [0.816, 0.700, 0.481], [-1.095, 2.128, -0.306], [-2.225, 2.083, -0.738], [-0.475, 3.153, -0.017], [0.924, -0.961, 0.403], [-1.265, -1.691, -0.673], [1.562, 1.368, 0.393]],
  "lowdin_charge": [-0.269, -0.158, -0.335, -0.434, 0.072, 0.042, 0.939, 0.039, 0.105],
  "largest_force_ev_per_a": 6.0
}

---

{
  "formula": "C36H68BFN2O26P",
  "method": "ωB97M-V with the def2-TZVPD basis set",
  "symbols": ["C", "C", "C", "C", "O", "O", "C", "O", "C", "C", "C", "C", "C", "C", "C", "C", "F", "N", "B", "N", "O", "C", "P", "C", "O", "H", "H", "H", "H", "H", "H", "H", "H", "H", "H", "H", "H", "H", "H", "H", "H", "H", "H", "H", "H", "H", "H", "H", "H", "H", "H", "C", "O", "C", "O", "O", "C", "H", "H", "H", "H", "H", "H", "C", "O", "C", "O", "O", "C", "H", "H", "H", "H", "H", "H", "C", "O", "C", "O", "O", "C", "H", "H", "H", "H", "H", "H", "C", "O", "C", "O", "O", "C", "H", "H", "H", "H", "H", "H", "C", "O", "C", "O", "O", "C", "H", "H", "H", "H", "H", "H", "C", "O", "C", "O", "O", "C", "H", "H", "H", "H", "H", "H", "C", "O", "C", "O", "O", "C", "H", "H", "H", "H", "H", "H"],
  "positions_angstrom": [[-3.759, 2.857, -2.413], [-4.299, 1.452, -2.431], [-3.440, 0.393, -2.768], [-2.010, 0.685, -3.157], [-1.733, 0.866, -4.307], [-1.099, 0.741, -2.173], [-3.908, -0.913, -2.842], [-3.202, -1.976, -3.221], [-2.035, -2.341, -2.421], [-2.186, -3.750, -1.865], [-2.937, -3.699, -0.522], [-0.824, -4.478, -1.813], [-0.039, -4.365, -0.505], [1.254, -5.169, -0.653], [0.300, -2.893, -0.218], [-5.240, -1.102, -2.542], [-5.741, -2.310, -2.548], [-6.077, -0.122, -2.202], [-7.559, -0.541, -1.896], [-8.320, -1.042, -2.960], [-8.096, -0.340, -0.669], [-5.635, 1.178, -2.153], [-6.993, 2.404, -1.742], [-7.396, 2.828, -3.472], [-6.221, 3.730, -1.204], [-3.816, 3.292, -1.418], [-2.723, 2.895, -2.731], [-4.338, 3.499, -3.072], [-1.507, 0.691, -1.298], [-1.174, -2.257, -3.080], [-1.918, -1.618, -1.615], [-2.839, -4.279, -2.561], [-2.823, -4.618, 0.043], [-3.998, -3.529, -0.712], [-2.593, -2.859, 0.079], [-0.192, -4.088, -2.614], [-0.994, -5.529, -2.051], [-0.639, -4.797, 0.295], [1.901, -5.036, 0.211], [1.032, -6.230, -0.754], [1.794, -4.829, -1.537], [-0.469, -2.427, 0.399], [0.357, -2.322, -1.144], [1.233, -2.808, 0.332], [-7.817, -1.291, -3.801], [-8.930, -1.810, -2.707], [-7.657, -0.747, 0.085], [-6.518, 3.142, -4.039], [-8.164, 3.597, -3.485], [-7.773, 1.921, -3.946], [-6.135, 4.430, -1.862], [1.957, 2.003, 0.606], [2.528, 1.556, 1.840], [1.763, 0.733, 2.554], [0.665, 0.342, 2.248], [2.428, 0.410, 3.656], [1.736, -0.482, 4.540], [2.702, 2.647, 0.149], [1.752, 1.157, -0.048], [1.046, 2.569, 0.790], [1.534, -1.429, 4.043], [0.806, -0.034, 4.883], [2.394, -0.642, 5.389], [5.242, -5.166, 2.176], [4.693, -6.297, 1.490], [5.337, -7.441, 1.724], [6.294, -7.575, 2.438], [4.735, -8.406, 1.032], [5.330, -9.699, 1.191], [4.627, -4.317, 1.890], [5.196, -5.312, 3.253], [6.270, -4.992, 1.868], [5.289, -10.014, 2.231], [6.362, -9.690, 0.848], [4.742, -10.374, 0.577], [7.033, -1.891, -2.271], [6.592, -2.132, -0.929], [6.047, -1.080, -0.331], [5.893, 0.011, -0.821], [5.685, -1.428, 0.900], [5.100, -0.359, 1.656], [7.449, -2.831, -2.619], [6.196, -1.598, -2.901], [7.799, -1.119, -2.288], [4.212, 0.016, 1.161], [5.816, 0.450, 1.794], [4.835, -0.777, 2.622], [7.129, 5.956, -4.755], [7.645, 5.284, -3.604], [6.839, 4.345, -3.108], [5.757, 4.046, -3.546], [7.432, 3.801, -2.052], [6.675, 2.758, -1.419], [7.885, 6.680, -5.040], [6.965, 5.253, -5.569], [6.198, 6.467, -4.517], [6.501, 1.939, -2.106], [5.726, 3.150, -1.058], [7.272, 2.411, -0.583], [-10.885, 0.898, -3.518], [-12.274, 0.606, -3.387], [-13.017, 1.054, -4.405], [-12.595, 1.651, -5.361], [-14.281, 0.725, -4.175], [-15.199, 1.146, -5.193], [-10.404, 0.497, -2.635], [-10.475, 0.429, -4.411], [-10.726, 1.976, -3.559], [-14.947, 0.688, -6.147], [-15.192, 2.229, -5.289], [-16.177, 0.809, -4.867], [5.541, 2.223, 6.204], [6.146, 1.798, 7.427], [5.400, 0.963, 8.146], [4.304, 0.561, 7.848], [6.071, 0.649, 9.250], [5.385, -0.248, 10.128], [6.253, 2.888, 5.727], [5.345, 1.370, 5.556], [4.614, 2.760, 6.398], [5.188, -1.195, 9.630], [4.452, 0.192, 10.472], [6.052, -0.405, 10.970], [3.419, 7.807, 2.711], [3.043, 6.903, 3.755], [2.103, 6.029, 3.416], [1.569, 5.942, 2.339], [1.852, 5.252, 4.470], [0.848, 4.266, 4.232], [4.184, 8.449, 3.137], [3.823, 7.263, 1.861], [2.566, 8.405, 2.397], [1.158, 3.601, 3.427], [-0.104, 4.732, 3.986], [0.747, 3.700, 5.153]],
  "lowdin_charge": [-0.003, -0.139, 0.032, -0.492, 0.198, 0.152, -0.151, 0.028, -0.117, -0.308, -0.044, -0.152, -0.416, -0.069, -0.054, -0.178, 0.190, 0.157, -0.685, 0.249, 0.169, -0.218, 0.962, -0.231, -0.291, 0.097, 0.091, 0.086, 0.135, 0.137, 0.110, 0.142, 0.085, 0.069, 0.072, 0.117, 0.123, 0.125, 0.072, 0.083, 0.087, 0.067, 0.076, 0.075, 0.106, 0.124, 0.130, 0.050, 0.054, 0.044, 0.070, -0.024, -0.028, -0.646, 0.112, -0.006, -0.018, 0.099, 0.094, 0.095, 0.097, 0.098, 0.095, -0.034, -0.005, -0.628, 0.130, 0.001, -0.036, 0.084, 0.098, 0.101, 0.098, 0.098, 0.093, -0.027, 0.011, -0.613, 0.108, 0.009, -0.018, 0.095, 0.098, 0.099, 0.079, 0.106, 0.094, -0.040, 0.004, -0.629, 0.117, 0.010, -0.044, 0.093, 0.097, 0.096, 0.080, 0.095, 0.092, -0.062, 0.010, -0.625, 0.125, 0.011, -0.027, 0.072, 0.094, 0.095, 0.099, 0.099, 0.096, -0.035, 0.010, -0.627, 0.110, 0.010, -0.035, 0.095, 0.090, 0.097, 0.097, 0.097, 0.095, -0.031, 0.010, -0.625, 0.116, 0.011, -0.033, 0.095, 0.097, 0.098, 0.081, 0.100, 0.097],
  "largest_force_ev_per_a": 1.3,
  "total_charge": 1
}

---

{
  "formula": "C44H51BBr3F5N4O5PRbS3Si",
  "method": "ωB97M-V with the def2-TZVPD basis set",
  "symbols": ["Rb", "Br", "C", "Br", "H", "H", "O", "C", "C", "C", "N", "C", "Br", "C", "H", "H", "H", "H", "C", "Si", "C", "C", "C", "C", "C", "C", "N", "C", "S", "H", "H", "H", "H", "H", "H", "H", "H", "H", "H", "H", "H", "F", "C", "C", "F", "C", "F", "C", "S", "C", "F", "C", "F", "O", "C", "C", "C", "P", "C", "C", "C", "C", "H", "H", "H", "H", "H", "H", "H", "H", "H", "H", "H", "H", "H", "H", "H", "C", "C", "C", "N", "C", "S", "N", "C", "O", "C", "C", "C", "C", "C", "C", "H", "H", "H", "H", "H", "H", "H", "H", "H", "H", "H", "H", "H", "H", "O", "B", "O", "C", "C", "C", "C", "C", "C", "H", "H", "H", "H"],
  "positions_angstrom": [[-0.778, 1.104, -0.247], [-3.692, 1.446, -3.520], [-3.896, 2.994, -2.380], [-4.016, 2.542, -0.509], [-4.813, 3.485, -2.660], [-3.042, 3.644, -2.511], [-0.768, 7.690, 2.734], [-0.755, 6.452, 2.194], [-1.773, 5.541, 2.407], [-1.663, 4.300, 1.814], [-0.632, 3.930, 1.054], [0.311, 4.820, 0.869], [1.766, 4.272, -0.209], [0.322, 6.096, 1.410], [-1.599, 7.812, 3.200], [-2.635, 5.794, 3.013], [-2.442, 3.555, 1.959], [1.131, 6.786, 1.222], [-6.116, -3.391, -1.324], [-4.585, -3.978, -2.210], [-5.107, -4.236, -3.994], [-4.125, -5.628, -1.453], [-2.988, -2.982, -2.254], [-1.976, -3.480, -3.079], [-0.737, -2.872, -3.141], [-0.540, -1.735, -2.378], [-1.482, -1.220, -1.588], [-2.669, -1.829, -1.507], [-3.817, -1.123, -0.363], [-6.919, -4.118, -1.515], [-6.443, -2.406, -1.675], [-5.951, -3.315, -0.247], [-5.993, -4.882, -4.036], [-4.319, -4.698, -4.603], [-5.365, -3.273, -4.454], [-4.980, -6.316, -1.428], [-3.784, -5.464, -0.422], [-3.307, -6.114, -2.001], [-2.153, -4.376, -3.672], [0.054, -3.262, -3.766], [0.411, -1.202, -2.406], [2.300, 2.098, -6.137], [1.457, 2.841, -5.413], [0.851, 2.334, -4.289], [1.118, 1.081, -3.901], [-0.038, 3.114, -3.574], [-0.594, 2.529, -2.500], [-0.381, 4.427, -3.903], [-1.515, 5.385, -3.006], [0.278, 4.895, -5.047], [0.051, 6.138, -5.480], [1.161, 4.133, -5.784], [1.740, 4.642, -6.883], [-1.874, -2.147, 1.236], [-2.849, -1.366, 1.254], [2.021, 3.275, 3.820], [1.936, 1.746, 3.773], [0.460, 1.185, 2.821], [0.634, -0.657, 2.884], [1.453, -1.296, 4.012], [-0.895, 1.529, 4.036], [-0.851, 0.882, 5.418], [2.892, 3.610, 4.392], [1.130, 3.716, 4.282], [2.108, 3.685, 2.809], [1.934, 1.325, 4.779], [2.805, 1.348, 3.245], [1.091, -0.926, 1.930], [-0.378, -1.071, 2.850], [2.504, -1.005, 3.950], [1.406, -2.385, 3.923], [1.087, -1.028, 5.006], [-1.817, 1.233, 3.525], [-0.946, 2.618, 4.128], [-0.899, -0.205, 5.339], [-1.710, 1.206, 6.012], [0.055, 1.157, 5.966], [4.820, -4.895, -3.295], [4.324, -4.078, -2.105], [3.675, -2.777, -2.557], [3.312, -1.912, -1.431], [3.495, -0.581, -1.342], [2.491, 0.329, -0.308], [4.484, -0.018, -2.058], [5.734, -0.575, -2.538], [6.103, -0.215, -3.688], [6.451, -1.468, -1.688], [6.242, -1.616, -0.278], [7.008, -2.493, 0.463], [8.011, -3.276, -0.133], [8.252, -3.118, -1.508], [7.511, -2.235, -2.267], [5.268, -5.835, -2.964], [5.582, -4.333, -3.844], [4.004, -5.132, -3.988], [5.155, -3.838, -1.444], [3.596, -4.660, -1.526], [2.770, -3.001, -3.133], [4.353, -2.237, -3.208], [2.572, -2.235, -0.831], [4.347, 0.957, -2.269], [5.496, -1.016, 0.228], [6.827, -2.577, 1.531], [8.599, -3.970, 0.459], [9.038, -3.699, -1.984], [7.706, -2.104, -3.325], [-3.372, -0.847, 3.776], [-3.480, -0.583, 2.371], [-4.361, 0.541, 2.194], [-4.755, 0.910, 3.447], [-5.589, 1.940, 3.810], [-5.832, 2.115, 5.180], [-5.246, 1.280, 6.122], [-4.391, 0.240, 5.738], [-4.161, 0.076, 4.394], [-6.030, 2.586, 3.056], [-6.496, 2.909, 5.504], [-5.453, 1.433, 7.177], [-3.918, -0.404, 6.468]],
  "lowdin_charge": [0.509, 0.596, -1.041, 0.619, -0.008, -0.135, 0.070, -0.325, 0.000, -0.153, 0.001, -0.746, 0.794, -0.037, 0.103, 0.115, 0.090, 0.115, -0.214, 0.502, -0.187, -0.180, -0.228, -0.095, -0.058, -0.132, -0.043, -0.602, 0.911, 0.029, 0.028, 0.020, 0.026, 0.022, 0.035, 0.026, 0.039, 0.027, 0.096, 0.096, 0.093, 0.107, -0.164, -0.152, 0.101, -0.265, -0.095, -0.618, 0.511, -0.264, 0.057, -0.158, 0.093, -0.089, -0.555, -0.157, -0.421, 0.899, -0.406, -0.148, -0.397, -0.138, 0.064, 0.059, 0.036, 0.060, 0.076, 0.024, 0.061, 0.062, 0.069, 0.047, 0.051, 0.059, 0.064, 0.059, 0.061, -0.110, -0.237, -0.178, 0.017, -0.859, 0.530, 0.092, -0.480, -0.055, -0.198, -0.067, -0.137, -0.153, -0.140, -0.065, 0.065, 0.071, 0.066, 0.090, 0.108, 0.113, 0.111, 0.111, 0.127, 0.092, 0.087, 0.069, 0.083, 0.097, 0.156, -0.601, 0.093, -0.213, -0.001, -0.112, -0.113, -0.018, -0.226, 0.117, 0.089, 0.090, 0.116],
  "largest_force_ev_per_a": 0.6,
  "total_charge": -2
}

---

Let's list E in order: -287.62151 -735.30275 -3944.31122 -12398.42779 a.u..